[1]
ORCA calculation (ωB97M-V/def2-TZVPD) on a single C23H28N4O2 molecule at a distorted geometry.

Cartesian coordinates (Å):
C (-5.169, -0.399, 1.050)
C (-4.237, -0.438, 2.256)
C (-2.781, -0.137, 1.900)
C (-2.123, -1.260, 1.104)
C (-0.656, -1.035, 0.866)
N (-0.176, 0.145, 1.212)
C (1.118, 0.425, 1.077)
N (1.497, 1.698, 1.435)
C (0.414, 2.605, 1.757)
C (-0.332, 3.005, 0.457)
N (0.552, 2.772, -0.664)
C (0.474, 1.705, -1.510)
O (1.454, 1.296, -2.116)
C (-0.831, 1.072, -1.758)
C (-1.029, -0.149, -2.355)
C (-2.425, -0.330, -2.436)
C (-2.977, 0.793, -1.896)
O (-2.027, 1.642, -1.482)
C (1.887, 3.272, -0.395)
C (2.538, 2.391, 0.701)
C (2.025, -0.579, 0.673)
C (3.421, -0.427, 0.754)
N (4.564, -0.371, 0.866)
C (1.511, -1.810, 0.234)
C (0.140, -2.031, 0.287)
C (-0.477, -3.311, -0.203)
C (0.480, -4.117, -1.075)
C (1.830, -4.228, -0.378)
C (2.464, -2.845, -0.289)
H (-4.892, -1.150, 0.314)
H (-5.131, 0.579, 0.576)
H (-6.194, -0.589, 1.359)
H (-4.298, -1.420, 2.731)
H (-4.578, 0.300, 2.985)
H (-2.730, 0.789, 1.328)
H (-2.211, 0.013, 2.818)
H (-2.246, -2.206, 1.639)
H (-2.617, -1.370, 0.135)
H (-0.268, 2.110, 2.445)
H (0.856, 3.478, 2.244)
H (-0.608, 4.064, 0.479)
H (-1.231, 2.407, 0.349)
H (-0.258, -0.814, -2.682)
H (-2.946, -1.170, -2.846)
H (-3.997, 1.095, -1.760)
H (1.795, 4.312, -0.073)
H (2.468, 3.224, -1.316)
H (3.207, 1.669, 0.240)
H (3.115, 3.004, 1.400)
H (-0.774, -3.915, 0.662)
H (-1.386, -3.083, -0.765)
H (0.613, -3.618, -2.037)
H (0.060, -5.107, -1.264)
H (1.688, -4.636, 0.626)
H (2.493, -4.900, -0.924)
H (2.790, -2.526, -1.285)
H (3.356, -2.872, 0.342)

Properties
LUMO level ... 0.56 eV
Highest occupied orbital energy ... -8.0 eV
Spin multiplicity ... 1
SMILES ... CCCCc1nc(N2CCN(C(=O)c3ccco3)CC2)c(C#N)c2c1CCCC2



[2]
ORCA calculation (ωB97M-V/def2-TZVPD) on a single C23H28N4O8 molecule.

Cartesian coordinates (Å):
C (-1.190, 2.275, -3.579)
O (-0.082, 1.515, -4.004)
C (1.041, 2.173, -4.426)
C (1.072, 3.535, -4.702)
C (2.224, 4.152, -5.154)
C (3.376, 3.415, -5.343)
C (3.366, 2.062, -5.065)
C (2.218, 1.427, -4.606)
O (2.390, 0.081, -4.349)
C (1.337, -0.706, -3.857)
C (0.838, -0.321, -2.470)
O (-0.218, -0.740, -2.027)
N (1.707, 0.416, -1.752)
N (1.369, 0.928, -0.504)
C (0.928, 2.204, -0.379)
O (0.894, 2.978, -1.315)
C (0.470, 2.550, 1.022)
C (-1.049, 2.765, 1.031)
C (-1.811, 1.540, 0.516)
C (-1.474, 0.327, 1.362)
O (-1.545, 0.302, 2.572)
N (-1.091, -0.756, 0.634)
N (-0.597, -1.865, 1.316)
C (0.633, -1.820, 1.852)
O (1.467, -0.975, 1.564)
C (0.958, -2.956, 2.817)
O (-0.186, -3.565, 3.363)
C (-0.952, -2.780, 4.215)
C (-0.442, -2.171, 5.350)
C (-1.274, -1.428, 6.169)
C (-2.615, -1.289, 5.863)
C (-3.136, -1.902, 4.738)
C (-2.311, -2.642, 3.909)
O (-2.811, -3.189, 2.736)
C (-2.983, -4.594, 2.772)
H (-1.888, 1.550, -3.162)
H (-0.894, 2.994, -2.810)
H (-1.665, 2.794, -4.417)
H (0.184, 4.126, -4.555)
H (2.212, 5.212, -5.357)
H (4.280, 3.885, -5.697)
H (4.251, 1.458, -5.191)
H (1.750, -1.720, -3.795)
H (0.478, -0.725, -4.536)
H (2.515, 0.825, -2.207)
H (1.397, 0.268, 0.282)
H (0.742, 1.759, 1.720)
H (0.960, 3.476, 1.324)
H (-1.365, 2.972, 2.055)
H (-1.293, 3.626, 0.406)
H (-1.574, 1.349, -0.530)
H (-2.883, 1.725, 0.604)
H (-0.866, -0.706, -0.367)
H (-1.301, -2.511, 1.678)
H (1.484, -3.744, 2.269)
H (1.633, -2.558, 3.584)
H (0.606, -2.273, 5.591)
H (-0.865, -0.951, 7.046)
H (-3.257, -0.700, 6.499)
H (-4.175, -1.791, 4.470)
H (-3.349, -4.878, 1.787)
H (-2.038, -5.105, 2.979)
H (-3.719, -4.875, 3.532)

Properties
LUMO level ... 0.72 eV
Highest occupied orbital energy ... -8.2 eV
Spin multiplicity ... 1
SMILES ... COc1ccccc1OCC(=O)NNC(=O)CCCC(=O)NNC(=O)COc1ccccc1OC



[3]
ORCA calculation (ωB97M-V/def2-TZVPD) on a molecular structure, C23H29AsBrN4O2ReS at a distorted geometry.

Cartesian coordinates (Å):
Re (-0.566, -0.148, 0.002)
O (2.275, 2.699, 3.413)
C (2.375, 1.447, 3.962)
C (3.267, 1.208, 4.994)
C (3.326, -0.077, 5.495)
C (2.494, -1.078, 4.985)
C (1.651, -0.823, 3.951)
C (1.599, 0.442, 3.372)
C (0.620, 0.788, 2.338)
O (-0.103, -0.316, 1.838)
N (1.362, 1.452, 1.178)
N (0.399, 1.676, 0.201)
C (0.288, 2.740, -0.529)
C (-0.592, 2.806, -1.638)
Br (-1.822, 1.328, -1.645)
C (-0.517, 3.788, -2.556)
C (-1.181, 4.047, -3.799)
C (-2.367, 3.478, -4.330)
C (-2.766, 3.740, -5.616)
C (-2.015, 4.634, -6.417)
C (-0.824, 5.174, -5.928)
C (-0.449, 4.889, -4.642)
H (2.609, 3.288, 4.075)
H (3.888, 1.987, 5.407)
H (4.026, -0.347, 6.282)
H (2.548, -2.069, 5.399)
H (1.017, -1.608, 3.558)
H (-0.110, 1.474, 2.725)
H (1.892, 2.269, 1.427)
H (0.917, 3.610, -0.329)
H (0.265, 4.464, -2.308)
H (-3.032, 2.876, -3.740)
H (-3.696, 3.307, -5.981)
H (-2.337, 4.888, -7.417)
H (-0.283, 5.906, -6.480)
H (0.433, 5.366, -4.250)
C (2.384, -2.411, 1.057)
As (1.690, -2.865, -0.642)
C (3.100, -2.875, -1.873)
C (0.716, -4.488, -0.493)
S (0.475, -1.399, -1.706)
H (3.355, -2.886, 1.067)
H (1.734, -2.761, 1.800)
H (2.589, -1.317, 1.145)
H (3.769, -3.717, -1.617)
H (3.575, -1.915, -1.835)
H (2.650, -3.019, -2.906)
H (1.189, -5.045, 0.304)
H (0.646, -5.000, -1.465)
H (-0.281, -4.275, -0.127)
C (-4.572, -3.530, 2.016)
N (-3.549, -3.048, 1.106)
C (-3.464, -3.366, -0.216)
C (-2.559, -2.557, -0.756)
N (-2.052, -1.673, 0.233)
C (-2.698, -2.057, 1.358)
H (-4.199, -3.356, 3.077)
H (-4.696, -4.573, 1.837)
H (-5.497, -2.950, 1.829)
H (-4.048, -4.114, -0.692)
H (-2.309, -2.479, -1.795)
H (-2.538, -1.630, 2.298)

Properties
LUMO level (spin up / spin down) ... -10.17 / -10.35 eV
Highest occupied orbital energy (spin up / spin down) ... -15.8 / -15.8 eV
⟨S²⟩ ... 3.7750
Spin multiplicity ... 4
Total charge ... +3



[4]
ORCA calculation (ωB97M-V/def2-TZVPD) on a molecular structure, C23H29AuF5NO2P2S at a distorted geometry.

Cartesian coordinates (Å):
C (-0.998, 2.808, -3.415)
C (-0.985, 1.838, -2.397)
N (0.165, 1.389, -1.889)
C (1.323, 1.981, -2.194)
C (1.376, 3.023, -3.123)
C (0.207, 3.421, -3.765)
C (-2.306, 1.329, -1.831)
P (-2.165, 0.038, -0.553)
Au (0.118, -0.382, -0.022)
P (2.397, -0.021, -0.532)
C (2.560, 1.594, -1.427)
C (-0.113, -2.096, 1.205)
C (-0.763, -1.920, 2.415)
C (-0.818, -2.983, 3.332)
C (-0.215, -4.205, 3.026)
C (0.410, -4.384, 1.787)
C (0.448, -3.322, 0.866)
O (-2.173, -1.718, -6.784)
O (1.195, -1.955, -3.693)
H (-1.955, 3.092, -3.865)
H (2.331, 3.508, -3.291)
H (0.219, 4.214, -4.515)
C (-3.172, 0.622, 0.837)
C (-3.020, -1.383, -1.257)
H (3.434, 1.512, -2.094)
H (2.785, 2.349, -0.652)
H (-2.952, 0.984, -2.632)
H (-2.874, 2.183, -1.415)
C (3.480, 0.103, 0.907)
C (3.276, -1.169, -1.604)
H (-1.230, -0.970, 2.657)
H (-1.333, -2.837, 4.280)
H (-0.227, -5.020, 3.751)
H (0.871, -5.346, 1.540)
H (0.924, -3.457, -0.107)
H (0.501, -1.751, -1.022)
H (1.963, -2.480, -3.995)
H (-1.449, -1.260, -7.209)
H (-2.812, -1.034, -6.548)
H (1.055, -1.336, -4.478)
H (-4.181, 0.908, 0.490)
H (-3.251, -0.208, 1.558)
H (-2.696, 1.483, 1.337)
H (-4.104, -1.212, -1.291)
H (-2.643, -1.579, -2.269)
H (-2.802, -2.250, -0.624)
H (4.342, -0.906, -1.631)
H (3.169, -2.177, -1.190)
H (2.829, -1.176, -2.606)
H (4.516, 0.283, 0.590)
H (3.150, 0.908, 1.573)
H (3.437, -0.843, 1.461)
F (-0.374, 1.908, 7.120)
C (-0.251, 1.851, 5.781)
C (-0.994, 2.714, 4.974)
F (-1.836, 3.606, 5.537)
C (-0.852, 2.662, 3.595)
F (-1.595, 3.486, 2.818)
C (0.040, 1.767, 2.959)
S (0.230, 1.865, 1.253)
C (0.769, 0.909, 3.812)
F (1.630, -0.008, 3.290)
C (0.635, 0.947, 5.193)
F (1.354, 0.108, 5.971)

Properties
LUMO level (spin up / spin down) ... -0.09 / -0.33 eV
Highest occupied orbital energy (spin up / spin down) ... -5.0 / -7.2 eV
⟨S²⟩ ... 2.0131
Spin multiplicity ... 3



[5]
ORCA calculation (ωB97M-V/def2-TZVPD) on a molecular structure, C23H29BiCl2P2Si.

Cartesian coordinates (Å):
Bi (-0.404, -0.943, 0.496)
C (3.106, -0.764, -0.065)
P (1.751, 0.437, -0.097)
C (1.831, 1.255, -1.705)
C (2.063, 1.619, 1.237)
C (3.086, 2.549, 1.080)
C (3.357, 3.468, 2.084)
C (2.605, 3.465, 3.249)
C (1.587, 2.538, 3.414)
C (1.309, 1.612, 2.415)
P (-0.044, 0.441, 2.696)
C (0.422, -0.624, 4.079)
C (-1.508, 1.381, 3.182)
H (4.060, -0.257, -0.218)
H (2.965, -1.507, -0.851)
H (3.127, -1.268, 0.901)
H (2.760, 1.822, -1.790)
H (0.987, 1.926, -1.852)
H (1.831, 0.483, -2.476)
H (3.681, 2.571, 0.176)
H (4.156, 4.186, 1.953)
H (2.809, 4.184, 4.031)
H (1.007, 2.554, 4.330)
H (0.618, -0.022, 4.967)
H (1.320, -1.186, 3.823)
H (-0.388, -1.321, 4.294)
H (-1.334, 1.886, 4.134)
H (-2.354, 0.703, 3.298)
H (-1.726, 2.124, 2.415)
C (-3.754, -3.284, -3.349)
C (-4.466, -3.239, -2.160)
C (-4.181, -2.263, -1.217)
C (-3.180, -1.317, -1.457)
C (-2.467, -1.379, -2.661)
C (-2.752, -2.355, -3.601)
Si (-2.878, 0.028, -0.219)
C (-3.240, 1.781, -0.630)
C (-3.816, 2.603, 0.343)
C (-4.187, 3.902, 0.036)
C (-3.998, 4.386, -1.251)
C (-3.445, 3.574, -2.233)
C (-3.068, 2.279, -1.925)
H (-3.979, -4.045, -4.084)
H (-5.246, -3.963, -1.968)
H (-4.749, -2.240, -0.294)
H (-1.683, -0.657, -2.875)
H (-2.200, -2.393, -4.531)
H (-3.358, -0.341, 1.132)
H (-3.992, 2.229, 1.346)
H (-4.639, 4.529, 0.792)
H (-4.302, 5.396, -1.497)
H (-3.322, 3.948, -3.241)
H (-2.652, 1.651, -2.705)
Cl (-0.414, 3.568, 0.075)
C (-0.442, 5.168, 0.858)
Cl (-0.989, 5.071, 2.530)
H (-1.128, 5.784, 0.290)
H (0.568, 5.557, 0.839)

Properties
LUMO level ... -6.46 eV
Highest occupied orbital energy ... -14.1 eV
Spin multiplicity ... 1
Total charge ... +2



[6]
ORCA calculation (ωB97M-V/def2-TZVPD) on a molecular structure, C23H29BrF3N2O2PPt at a distorted geometry.

Cartesian coordinates (Å):
Pt (-0.584, 0.683, -0.186)
O (-0.065, 3.263, 2.343)
C (1.154, 3.826, 2.247)
C (1.596, 4.658, 3.272)
C (2.826, 5.285, 3.179)
C (3.620, 5.124, 2.052)
C (3.205, 4.258, 1.051)
C (1.999, 3.583, 1.151)
C (1.640, 2.475, 0.168)
O (0.356, 2.500, -0.297)
N (1.883, 1.211, 0.901)
N (1.506, 0.064, 0.283)
C (2.335, -0.938, 0.531)
C (2.454, -2.179, -0.074)
Br (1.376, -2.612, -1.586)
C (3.485, -3.063, 0.261)
C (3.458, -4.487, 0.150)
C (4.660, -5.210, 0.030)
C (4.649, -6.583, -0.103)
C (3.448, -7.283, -0.079)
C (2.254, -6.590, 0.084)
C (2.255, -5.215, 0.193)
H (-0.304, 2.955, 1.447)
H (0.952, 4.803, 4.131)
H (3.161, 5.919, 3.991)
H (4.556, 5.658, 1.960)
H (3.825, 4.097, 0.175)
H (2.367, 2.510, -0.669)
H (2.763, 1.173, 1.404)
H (3.078, -0.759, 1.310)
H (4.413, -2.602, 0.588)
H (5.596, -4.666, -0.005)
H (5.578, -7.125, -0.232)
H (3.442, -8.360, -0.176)
H (1.317, -7.131, 0.128)
H (1.329, -4.686, 0.364)
F (-2.954, 1.313, -1.615)
C (-2.300, 1.662, -0.459)
F (-3.217, 1.444, 0.544)
F (-2.180, 3.001, -0.519)
C (-4.649, -1.002, -0.410)
C (-3.500, -1.435, 0.497)
P (-1.772, -1.285, -0.143)
C (-0.980, -2.481, 1.019)
C (-1.306, -3.971, 0.941)
C (-1.950, -1.863, -1.879)
C (-2.321, -3.327, -2.113)
H (-5.597, -1.259, 0.064)
H (-4.617, -1.511, -1.372)
H (-4.647, 0.070, -0.581)
H (-3.622, -2.495, 0.730)
H (-3.536, -0.890, 1.442)
H (-1.282, -2.079, 1.991)
H (0.097, -2.342, 0.951)
H (-2.376, -4.170, 0.881)
H (-0.928, -4.468, 1.836)
H (-0.828, -4.428, 0.077)
H (-1.031, -1.612, -2.403)
H (-2.714, -1.200, -2.289)
H (-1.464, -3.974, -1.935)
H (-2.634, -3.470, -3.147)
H (-3.139, -3.649, -1.467)

Properties
LUMO level (spin up / spin down) ... -1.42 / -1.43 eV
Highest occupied orbital energy (spin up / spin down) ... -8.0 / -7.9 eV
Spin multiplicity ... 1



[7]
ORCA calculation (ωB97M-V/def2-TZVPD) on a single C23H29BrN2O4 molecule.

Cartesian coordinates (Å):
C (-3.459, -1.049, 6.496)
C (-2.428, -1.210, 5.690)
C (-2.043, -2.519, 5.068)
O (-1.761, -2.410, 3.683)
C (-0.770, -1.611, 3.216)
C (-0.945, -1.153, 1.911)
Br (-2.551, -1.644, 1.034)
C (-0.022, -0.366, 1.254)
C (1.136, 0.007, 1.917)
C (2.170, 0.872, 1.229)
N (2.642, 0.335, -0.025)
C (1.952, 0.416, -1.222)
C (2.241, -0.504, -2.229)
C (1.639, -0.420, -3.468)
C (0.719, 0.582, -3.736)
N (0.055, 0.728, -4.958)
C (0.185, 0.009, -6.098)
O (0.943, -0.928, -6.243)
C (-0.730, 0.492, -7.225)
C (-0.390, 1.926, -7.631)
C (-2.202, 0.353, -6.836)
C (0.417, 1.515, -2.729)
O (-0.509, 2.476, -3.072)
C (-0.911, 3.400, -2.093)
C (1.031, 1.432, -1.494)
C (1.343, -0.442, 3.214)
C (0.424, -1.250, 3.873)
O (0.615, -1.729, 5.138)
C (1.702, -1.255, 5.907)
C (1.548, -1.824, 7.309)
H (-4.109, -1.868, 6.755)
H (-3.692, -0.095, 6.937)
H (-1.788, -0.375, 5.434)
H (-1.184, -2.944, 5.601)
H (-2.876, -3.226, 5.112)
H (-0.209, -0.053, 0.240)
H (3.038, 0.989, 1.885)
H (1.757, 1.868, 1.052)
H (3.137, -0.540, 0.081)
H (2.951, -1.295, -2.035)
H (1.869, -1.135, -4.239)
H (-0.602, 1.496, -4.953)
H (-0.528, -0.169, -8.074)
H (-0.610, 2.630, -6.830)
H (0.665, 2.010, -7.882)
H (-0.975, 2.213, -8.503)
H (-2.464, 1.022, -6.019)
H (-2.834, 0.595, -7.688)
H (-2.418, -0.667, -6.527)
H (-1.659, 4.030, -2.572)
H (-0.075, 4.025, -1.762)
H (-1.361, 2.901, -1.229)
H (0.798, 2.159, -0.733)
H (2.256, -0.161, 3.716)
H (2.652, -1.587, 5.465)
H (1.691, -0.157, 5.940)
H (2.365, -1.483, 7.937)
H (1.557, -2.910, 7.272)
H (0.605, -1.499, 7.741)

Properties
LUMO level ... 0.57 eV
Highest occupied orbital energy ... -7.2 eV
Spin multiplicity ... 1
SMILES ... C=CCOc1c(Br)cc(CNc2ccc(NC(=O)C(C)C)c(OC)c2)cc1OCC



[8]
ORCA calculation (ωB97M-V/def2-TZVPD) on a molecular structure, C23H29Cl2N2PtS5.

Cartesian coordinates (Å):
Pt (0.948, 1.623, -1.402)
C (-0.599, 1.420, 5.521)
C (-0.993, 0.376, 4.478)
C (-2.526, 0.266, 4.426)
C (-0.387, -0.984, 4.868)
C (-0.490, 0.742, 3.095)
C (0.261, 1.885, 2.829)
C (0.674, 2.161, 1.543)
N (0.383, 1.356, 0.516)
C (-0.330, 0.222, 0.738)
C (-0.769, -0.092, 2.001)
C (-0.587, -0.592, -0.472)
C (-1.361, -1.732, -0.480)
C (-1.713, -2.360, -1.678)
C (-1.258, -1.749, -2.851)
C (-0.468, -0.628, -2.798)
N (-0.099, -0.075, -1.631)
C (-2.563, -3.614, -1.737)
C (-1.740, -4.713, -2.432)
C (-2.974, -4.092, -0.346)
C (-3.824, -3.308, -2.564)
H (-0.997, 1.121, 6.490)
H (-1.011, 2.405, 5.294)
H (0.484, 1.504, 5.632)
H (-2.897, -0.004, 5.414)
H (-2.866, -0.504, 3.732)
H (-2.985, 1.215, 4.143)
H (-0.747, -1.262, 5.858)
H (0.703, -0.940, 4.907)
H (-0.678, -1.780, 4.180)
H (0.523, 2.577, 3.615)
H (1.242, 3.052, 1.310)
H (-1.338, -0.997, 2.154)
H (-1.725, -2.122, 0.457)
H (-1.512, -2.149, -3.822)
H (-0.116, -0.160, -3.706)
H (-0.820, -4.929, -1.888)
H (-1.485, -4.447, -3.459)
H (-2.331, -5.628, -2.468)
H (-2.112, -4.358, 0.271)
H (-3.585, -4.988, -0.444)
H (-3.579, -3.351, 0.184)
H (-3.589, -3.031, -3.592)
H (-4.415, -2.508, -2.114)
H (-4.447, -4.202, -2.602)
Cl (-1.446, 3.612, -1.813)
C (-0.184, 4.788, -1.660)
Cl (1.494, 4.010, -1.412)
H (-0.326, 5.403, -0.779)
H (-0.077, 5.362, -2.572)
C (5.964, 2.149, -0.439)
S (4.307, 2.186, -1.162)
C (4.555, 2.290, -2.808)
C (3.467, 1.953, -3.760)
S (1.915, 1.450, -3.485)
S (3.929, 1.987, -5.412)
C (5.611, 2.438, -5.201)
S (6.671, 2.627, -6.366)
S (6.034, 2.710, -3.493)
H (5.797, 2.262, 0.631)
H (6.591, 2.969, -0.782)
H (6.396, 1.174, -0.661)

Properties
LUMO level ... -11.98 eV
Highest occupied orbital energy ... -17.3 eV
Spin multiplicity ... 1
Total charge ... +3